Molecular formula: C2H8NO
Method: DFT, wB97M-V/def2-TZVPD

```
12
Properties=species:S:1:pos:R:3:forces:R:3:nbo_charge:R:1
O -2.08141 0.40514 0.93012 -0.810 -1.131 1.230 -0.972
H -0.28858 0.99602 0.06326 1.064 0.405 -0.492 0.488
H -2.95562 -0.04982 0.87739 0.671 0.683 -0.686 0.504
H -1.89930 0.16034 1.86297 0.291 0.509 -0.553 0.481
C 0.54726 -0.29335 -1.46668 -0.087 -1.759 -0.112 -0.451
C 1.38554 0.10300 0.79155 -2.526 0.098 -1.176 0.120
N 0.57930 0.46149 -0.18978 1.086 -1.105 1.674 -0.409
H 1.31067 -1.19023 -1.41621 -1.455 1.993 -0.131 0.238
H -0.49217 -0.71819 -1.50718 0.986 0.366 -0.334 0.251
H 0.74443 0.35334 -2.37245 -0.159 -0.553 1.311 0.270
H 1.44148 0.73077 1.71028 -0.137 -0.739 -0.741 0.244
H 1.70840 -0.95852 0.71673 1.076 1.234 0.009 0.235
```
Positions in Å, forces in eV/Å.

Net charge: +1
Relative energy (zero: lowest compared OMol25 entry of this formula, charge and spin) in kJ/mol: 164.26
Calculated total energy in eV: -5733.182
Multiplicity: 1


Molecular formula: C50H58F6N5O6S2ScSi
Method: DFT, wB97M-V/def2-TZVPD

```
129
Properties=species:S:1:pos:R:3:forces:R:3:mulliken_charge:R:1
Sc -0.47035 -0.22451 -0.10622 1.061 -0.435 -0.054 -1.012
F -5.71587 -1.75106 0.28682 0.005 -0.004 0.013 -0.233
C -4.61634 -1.19482 -0.20464 -0.020 0.011 -0.025 0.418
F -4.23766 -0.19616 0.59180 0.006 0.013 0.005 -0.141
F -4.88798 -0.70467 -1.40969 -0.006 -0.010 -0.004 -0.203
S -3.27594 -2.45733 -0.36873 0.087 -0.111 -0.138 0.654
O -2.04423 -1.65286 -0.47756 -0.470 0.124 0.374 0.149
O -3.53101 -3.17445 -1.58882 -0.018 -0.001 -0.019 -0.708
N -3.41316 -3.18910 0.97174 0.150 -0.002 0.040 -0.125
S -2.96040 -4.72701 1.26350 -0.112 0.042 0.007 0.469
O -0.05186 -1.34281 1.52243 -0.131 0.413 -0.226 1.549
O -2.03726 -5.26110 0.23895 0.078 -0.028 0.016 -0.669
C -4.57457 -5.57397 0.81431 0.033 -0.011 -0.012 0.508
F -5.60046 -5.00659 1.45080 0.005 -0.001 0.011 -0.225
F -4.48271 -6.84965 1.22311 0.005 0.006 -0.015 -0.230
F -4.81481 -5.56676 -0.49003 -0.024 0.006 0.007 -0.188
C 3.31382 4.71381 -1.51257 -0.011 -0.015 0.010 -1.353
C 2.94421 3.51370 -2.38831 0.007 -0.027 0.022 0.710
C 1.82527 3.87017 -3.33048 0.031 -0.004 0.028 0.305
C 2.11308 4.34888 -4.59952 -0.001 -0.003 -0.009 -0.716
C 1.10108 4.78994 -5.44174 -0.003 -0.015 0.006 -1.260
C -0.19972 4.80413 -4.97211 0.009 0.010 -0.002 -0.608
C -0.52848 4.35757 -3.69142 -0.010 0.029 0.000 0.853
C -1.95412 4.53279 -3.23320 0.017 -0.007 -0.016 -0.198
C -2.25556 5.98787 -2.86789 -0.009 -0.002 -0.001 -1.614
C 0.49012 3.82756 -2.88004 -0.034 0.004 -0.012 -0.336
N 0.24940 3.14075 -1.67713 -0.030 -0.003 -0.006 1.511
C -0.34598 3.69460 -0.69341 0.041 0.025 0.023 -0.205
C -0.60062 3.08395 0.58708 0.129 -0.019 -0.047 -1.072
C -0.65504 3.85387 1.74727 -0.026 0.013 -0.019 -0.845
C -0.47665 2.98183 2.82751 0.054 0.006 -0.009 -2.419
C -0.33038 1.72186 2.27078 -0.269 0.047 0.027 -0.595
N -0.43675 1.74821 0.91375 -0.006 -0.143 -0.058 2.020
H 4.14696 4.48201 -0.84774 0.005 -0.002 0.002 0.421
H 2.46217 5.01017 -0.89721 0.002 -0.005 0.008 0.218
H 3.59628 5.56786 -2.13008 0.002 0.002 0.002 0.397
H 2.63977 2.68381 -1.74721 0.001 -0.007 0.005 -1.119
H 3.82077 3.19901 -2.96262 0.000 -0.003 -0.005 0.661
H 3.14740 4.38219 -4.92611 0.001 0.001 -0.001 0.456
H 1.32862 5.14329 -6.43939 0.002 0.004 0.001 0.408
H -0.99574 5.18354 -5.60421 -0.001 0.002 -0.001 0.492
H -2.16788 3.88568 -2.38762 0.008 -0.009 0.004 -0.374
H -2.62466 4.21846 -4.03705 -0.005 -0.011 0.012 0.548
H -1.60469 6.33628 -2.06386 -0.002 -0.004 0.003 0.313
H -3.29007 6.09996 -2.53982 -0.001 0.002 -0.002 0.458
H -2.09637 6.64753 -3.72265 0.002 0.002 0.000 0.397
H -0.61587 4.75676 -0.73317 -0.004 0.002 0.004 0.295
H -0.76075 4.92836 1.77564 0.007 -0.002 0.003 0.578
H -0.44622 3.22308 3.87779 0.003 0.001 -0.003 0.548
H -0.14536 0.79798 2.78987 -0.062 -0.001 0.039 0.620
C -4.68386 -1.84974 4.42448 -0.001 0.006 -0.001 -0.571
C -4.17001 -0.73741 3.77217 -0.002 -0.011 -0.002 -0.685
C -2.83795 -0.71178 3.38870 -0.003 -0.012 0.010 -0.089
C -1.98797 -1.79091 3.64701 -0.001 -0.001 -0.031 0.860
C -2.52257 -2.89374 4.31607 0.005 0.001 -0.006 -0.564
C -3.85658 -2.92750 4.69992 0.003 -0.010 0.006 -0.670
Si -0.20406 -1.79146 3.06848 0.031 -0.098 -0.005 -1.191
C 0.49407 -3.50507 3.38915 0.072 0.057 0.001 0.690
C 1.11904 -3.79040 4.60496 0.066 0.010 -0.028 -0.977
C 1.63625 -5.05141 4.86972 0.004 -0.025 -0.010 -0.744
C 1.53655 -6.05578 3.91535 0.006 0.010 0.019 -0.703
C 0.91146 -5.79472 2.70367 -0.016 -0.006 -0.020 -0.921
C 0.39803 -4.52989 2.44828 -0.062 0.006 0.022 0.353
H -5.72700 -1.87686 4.71395 -0.001 0.002 -0.001 0.366
H -4.81122 0.10702 3.55140 0.000 0.002 0.000 0.413
H -2.46310 0.16649 2.87417 0.013 0.010 -0.020 0.417
H -1.89403 -3.75253 4.52493 -0.006 0.001 0.004 0.382
H -4.25154 -3.80000 5.20593 0.001 -0.001 -0.002 0.428
H 0.60130 -0.90209 3.95828 -0.021 0.031 0.003 -0.350
H 1.20962 -3.01114 5.35559 -0.001 -0.001 -0.007 0.488
H 2.11629 -5.25327 5.81950 0.000 0.000 0.000 0.393
H 1.93721 -7.04076 4.11988 -0.002 -0.001 0.000 0.396
H 0.81024 -6.57872 1.96255 -0.004 0.001 -0.003 0.477
H -0.10605 -4.34588 1.50611 -0.018 -0.017 -0.004 0.836
C 4.75236 0.81115 5.63415 -0.001 -0.001 0.004 -1.546
C 4.23208 0.52889 4.25432 -0.002 0.003 0.005 0.698
C 4.17611 -0.76858 3.76300 -0.005 -0.003 0.004 -1.165
C 3.67452 -1.04247 2.50074 -0.024 -0.008 -0.008 0.629
C 3.66452 -2.47463 2.02736 -0.022 -0.021 0.017 -1.055
C 3.18352 0.02411 1.71731 0.040 0.025 -0.024 0.395
C 2.51487 -0.34168 0.48230 0.031 -0.154 -0.208 -0.132
O 1.77172 0.35650 -0.20996 0.064 0.175 0.299 -0.005
C 3.28613 1.35582 2.17676 -0.017 -0.023 0.033 1.327
C 2.93410 2.53439 1.32114 -0.012 0.031 -0.031 -0.948
C 3.80576 1.57437 3.44044 -0.015 0.001 -0.005 -1.166
H 5.08394 -0.10012 6.12907 0.002 0.002 -0.001 0.382
H 3.97476 1.26980 6.24732 -0.001 -0.001 0.000 0.333
H 5.59090 1.50830 5.59713 -0.002 0.002 0.001 0.361
H 4.52153 -1.58878 4.38173 0.005 0.003 -0.002 0.259
H 4.01678 -3.13223 2.81984 0.003 0.000 0.018 0.427
H 4.31893 -2.61130 1.16288 -0.007 0.001 0.002 0.409
H 2.66399 -2.80583 1.75245 -0.031 -0.017 0.029 -0.149
H 2.67737 -1.37285 0.14563 -0.095 -0.026 0.073 0.023
H 1.91355 2.48764 0.95700 -0.108 0.006 -0.021 -0.361
H 3.58784 2.56172 0.44629 -0.021 0.001 -0.015 0.279
H 3.07179 3.45832 1.88053 0.001 0.010 -0.006 0.422
H 3.87859 2.59336 3.80410 0.004 -0.001 0.003 0.390
C 1.78738 -4.10142 -0.85467 -0.003 -0.002 0.004 -1.412
C 0.65201 -3.20341 -1.25848 -0.082 -0.081 0.002 0.748
N -0.45297 -3.78801 -1.71325 0.056 0.044 -0.036 -0.152
O 0.77365 -1.96686 -1.19172 -0.146 0.158 -0.047 0.152
H 1.76308 -5.05291 -1.38279 -0.007 -0.007 0.012 0.592
H 1.70982 -4.29651 0.21691 0.021 0.015 -0.032 -0.033
H 2.73185 -3.59508 -1.04248 0.002 -0.004 -0.009 0.298
H -0.63130 -4.76185 -1.51942 -0.005 -0.011 0.015 0.405
H -1.27900 -3.22067 -1.84983 -0.021 -0.010 -0.005 -0.084
C 0.57054 1.16144 -5.32811 0.008 -0.001 -0.011 -0.898
N 0.89979 0.02789 -4.42321 0.011 -0.010 0.049 0.039
C 1.67314 0.49547 -3.23833 0.000 -0.027 0.048 -0.083
C -0.32473 -0.78971 -4.01800 -0.006 0.007 -0.023 -0.962
C -1.42311 0.05895 -3.45359 0.032 0.022 -0.029 0.833
C -2.44560 0.40936 -4.34014 -0.013 0.010 0.001 -0.703
C -3.49493 1.21021 -3.92960 0.021 -0.015 -0.001 -1.074
C -3.49401 1.67048 -2.62244 -0.074 0.007 0.076 -0.759
C -2.47053 1.31618 -1.75552 -0.001 -0.059 -0.012 0.032
C -1.39690 0.47951 -2.11289 -0.100 0.109 -0.013 1.501
H 1.49722 1.63235 -5.64673 -0.001 -0.002 0.000 0.406
H -0.02846 1.88087 -4.77562 -0.001 0.000 -0.003 0.245
H 0.01247 0.78629 -6.18305 -0.009 -0.008 0.009 0.381
H 1.50206 -0.61562 -4.93232 -0.015 0.021 -0.047 0.402
H 1.05031 1.16833 -2.64883 -0.007 0.027 -0.036 -0.406
H 2.56053 1.01205 -3.59721 0.009 0.021 0.010 0.513
H 1.93335 -0.36899 -2.63363 0.001 0.002 -0.001 -0.040
H 0.05007 -1.51897 -3.30354 -0.031 0.012 0.023 -0.480
H -0.64733 -1.29003 -4.93236 0.024 -0.026 0.002 0.560
H -2.42957 0.03051 -5.35842 -0.001 0.003 -0.005 0.414
H -4.29830 1.46243 -4.60967 0.002 0.001 -0.004 0.475
H -4.30363 2.30160 -2.27147 0.006 -0.007 -0.001 0.392
H -2.53016 1.71322 -0.74229 -0.015 -0.025 -0.013 0.354
```
Positions in Å, forces in eV/Å.

Relative energy (zero: lowest compared OMol25 entry of this formula, charge and spin) in kJ/mol: 4.87
Calculated total energy in eV: -139085.633
Multiplicity: 1